No. 1
{
  "formula": "C13H23N2O6OsP2",
  "method": "ωB97M-V/def2-TZVPD",
  "relative_energy_kcal_mol": 0.0,
  "total_charge": 1,
  "orbital_gap_ev": 8.261,
  "elements": ["Os", "C", "C", "C", "C", "C", "C", "C", "C", "C", "C", "H", "H", "H", "H", "H", "H", "H", "H", "H", "H", "H", "H", "H", "H", "H", "N", "C", "C", "P", "O", "O", "O", "P", "O", "O", "O", "H", "H", "H", "H", "H", "H", "H", "H", "N", "C"],
  "xyz": [[0.22000, 0.19577, -0.01888], [-0.64852, -1.40172, -1.21153], [-0.37220, -0.26520, -2.04489], [1.06762, -0.06152, -2.02170], [1.64702, -1.06783, -1.18451], [0.59526, -1.96322, -0.81555], [0.74383, -3.27374, -0.14318], [3.11467, -1.26617, -0.99271], [1.83333, 0.90416, -2.85665], [-1.32831, 0.47160, -2.91898], [-1.98656, -2.00576, -0.93804], [0.66793, -4.03132, -0.93124], [-0.06161, -3.46402, 0.56335], [1.71121, -3.38442, 0.33919], [3.53929, -1.77874, -1.85880], [3.32580, -1.85938, -0.10513], [3.62175, -0.31034, -0.88143], [2.14890, 0.39598, -3.77138], [2.72111, 1.26101, -2.33857], [1.22805, 1.76635, -3.12492], [-1.18929, 0.13541, -3.94871], [-1.15673, 1.54503, -2.87884], [-2.36033, 0.27908, -2.63468], [-2.11126, -2.21436, 0.12471], [-2.08051, -2.94606, -1.48566], [-2.78579, -1.34222, -1.25742], [-2.52895, -0.36476, 3.90268], [-1.08482, -0.02725, 3.57689], [-0.34583, 0.46388, 4.81331], [-1.06052, 1.18918, 2.21339], [-1.83842, 2.38062, 2.90678], [0.38998, 1.46406, 1.86928], [-1.75804, 0.58851, 1.01852], [-0.43256, -1.56646, 2.76503], [0.51633, -2.12827, 3.90657], [-1.63298, -2.39402, 2.48681], [0.46043, -1.14513, 1.60666], [-3.15052, 0.44009, 3.80403], [-2.60557, -0.71790, 4.85771], [-2.79021, -1.14144, 3.25743], [-0.80272, 1.37342, 5.20503], [0.68444, 0.69101, 4.54578], [-0.32818, -0.30457, 5.58670], [-1.92236, 3.18917, 2.37908], [1.07712, -2.87572, 3.66526], [-0.06495, 3.14938, -1.10798], [0.05772, 2.05802, -0.75477]],
  "atomic_forces_ev_per_a": [[-1.5, -1.0, 0.7], [-0.2, 0.0, -0.5], [0.3, 0.1, 0.0], [0.1, 0.2, 0.1], [0.4, 0.3, -0.1], [0.3, 0.0, 0.0], [0.0, 0.0, 0.0], [0.0, -0.1, 0.1], [0.0, 0.0, 0.0], [-0.1, 0.0, 0.0], [0.0, 0.0, 0.0], [0.0, 0.0, 0.0], [0.0, 0.0, 0.0], [0.0, 0.0, 0.0], [0.0, 0.0, 0.0], [0.0, 0.0, 0.0], [0.0, 0.0, 0.0], [0.0, 0.0, 0.0], [0.0, 0.0, 0.0], [0.0, 0.0, 0.0], [0.0, 0.0, 0.0], [0.0, 0.0, 0.0], [0.0, 0.0, 0.0], [0.0, 0.0, 0.0], [0.0, 0.0, 0.0], [0.0, 0.0, 0.0], [0.0, 0.0, 0.0], [0.0, 0.0, 0.0], [0.0, 0.0, 0.0], [0.7, 0.4, 0.1], [-0.1, 0.0, 0.0], [0.1, 0.1, -0.1], [0.2, 0.1, -0.2], [-0.1, 0.0, 0.0], [0.0, 0.0, 0.0], [0.0, 0.0, 0.0], [0.1, 0.0, -0.1], [0.0, 0.0, 0.0], [0.0, 0.0, 0.0], [0.0, 0.0, 0.0], [0.0, 0.0, 0.0], [0.0, 0.0, 0.0], [0.0, 0.0, 0.0], [0.0, 0.0, 0.0], [0.0, 0.0, 0.0], [0.0, 0.0, 0.0], [0.0, -0.1, 0.0]]
}

---

No. 2
{
  "formula": "C6H12O",
  "method": "ωB97M-V/def2-TZVPD",
  "relative_energy_kcal_mol": 109.7,
  "orbital_gap_ev": 8.198,
  "elements": ["C", "C", "O", "C", "C", "C", "C", "H", "H", "H", "H", "H", "H", "H", "H", "H", "H", "H", "H"],
  "xyz": [[-2.20338, -0.50055, -1.02459], [-0.58909, -0.86208, 0.88004], [-0.92594, -1.08756, -0.80447], [0.25508, -0.25152, -1.06911], [0.54244, 0.08825, 0.38706], [1.93979, -0.28873, 0.86971], [0.25817, 1.55621, 0.71741], [-2.91309, -1.14781, -0.50614], [-2.25697, 0.48875, -0.55987], [-2.40634, -0.46014, -2.09614], [-0.13788, -1.86098, 1.03764], [-0.00261, 0.57483, -1.74379], [1.01162, -0.88441, -1.54734], [2.17934, -1.32729, 0.61361], [1.98351, -0.19742, 1.96214], [2.71457, 0.36634, 0.45221], [0.26442, 1.70431, 1.80276], [-0.72764, 1.86984, 0.35429], [1.01398, 2.21998, 0.27456]],
  "atomic_forces_ev_per_a": [[-0.4, 0.1, 0.0], [0.3, -0.1, 0.0], [0.1, -0.1, 0.1], [0.1, 0.0, 0.0], [0.0, 0.1, 0.1], [0.0, -0.1, 0.0], [0.0, 0.1, 0.0], [0.1, 0.1, -0.2], [0.1, -0.1, -0.2], [0.0, 0.0, 0.0], [0.0, 0.2, 0.0], [0.0, -0.1, 0.2], [-0.3, 0.0, 0.1], [0.0, 0.2, 0.0], [0.0, 0.0, -0.2], [-0.1, -0.1, 0.0], [0.0, 0.0, -0.1], [0.2, -0.1, 0.1], [-0.1, -0.1, 0.1]]
}

---

No. 3
{
  "formula": "C2H5NO4",
  "method": "ωB97M-V/def2-TZVPD",
  "smiles": "ON=C(O)O.C=O",
  "relative_energy_kcal_mol": 105.0,
  "orbital_gap_ev": 9.882,
  "elements": ["O", "N", "C", "O", "O", "H", "H", "H", "C", "O", "H", "H"],
  "xyz": [[-1.50364, -2.90679, -0.68426], [-1.83968, -1.75757, 0.06050], [-1.17125, -0.73625, -0.12093], [-0.14800, -0.54645, -0.97716], [-1.45137, 0.34976, 0.62257], [-2.24674, -3.53760, -0.59039], [0.10007, -1.47621, -1.19173], [-1.05002, 1.16298, 0.32053], [2.33110, 2.40084, 0.68885], [1.23326, 2.41532, 0.28061], [3.16057, 2.91928, 0.04715], [2.58570, 1.71270, 1.54425]],
  "atomic_forces_ev_per_a": [[0.5, 0.3, -0.4], [-2.4, -2.3, 1.1], [1.3, 2.3, -0.4], [0.3, -1.5, 0.0], [-0.7, -0.7, 0.4], [0.5, 1.0, 0.3], [0.1, 0.8, -0.4], [0.6, 0.1, -0.5], [3.1, -0.7, -0.5], [-2.7, 0.4, -0.7], [-0.8, -0.6, 1.4], [0.3, 0.8, -0.3]]
}

---

No. 4
{
  "formula": "C21H34ClCoF3N3O4",
  "method": "ωB97M-V/def2-TZVPD",
  "total_charge": -1,
  "orbital_gap_ev": [5.369, 6.303],
  "multiplicity": 4,
  "elements": ["O", "C", "C", "C", "H", "C", "H", "C", "H", "C", "H", "C", "H", "H", "C", "C", "H", "H", "H", "C", "C", "H", "H", "H", "H", "Co", "Cl", "C", "O", "N", "C", "C", "H", "H", "H", "H", "H", "H", "H", "H", "H", "C", "C", "N", "H", "C", "O", "H", "H", "H", "H", "H", "H", "C", "C", "N", "H", "C", "O", "H", "H", "H", "H", "F", "C", "F", "F"],
  "xyz": [[0.22261, -0.92546, 0.21133], [0.36560, -2.12716, -0.43298], [1.48045, -2.95426, 0.23248], [2.23150, -2.42532, 1.28177], [1.93131, -1.48893, 1.72925], [3.39695, -3.06060, 1.71719], [4.01908, -2.56427, 2.46406], [3.74709, -4.30634, 1.18854], [4.65568, -4.80897, 1.52572], [2.92106, -4.90536, 0.22693], [3.17064, -5.89476, -0.16719], [1.79989, -4.22729, -0.25197], [1.16725, -4.66028, -1.03278], [-0.57052, -2.70206, -0.31566], [-0.66184, -1.95402, -2.80150], [0.56338, -2.01481, -1.95889], [-0.43585, -2.22825, -3.84107], [-1.04766, -0.92493, -2.82219], [-1.43274, -2.63152, -2.41287], [1.80503, -1.84139, -2.43393], [2.13669, -1.31384, -3.78482], [2.65731, -2.08683, -1.79248], [2.78454, -2.01620, -4.32047], [2.67773, -0.36731, -3.67727], [1.25111, -1.10786, -4.39560], [-0.09455, 0.83074, -0.30226], [0.32906, 1.26228, -2.42230], [0.20904, 3.78945, -0.64176], [-0.66380, 3.04628, -0.12670], [0.09566, 5.11264, -0.83270], [-1.17747, 5.79988, -0.68679], [1.21259, 5.87099, -1.39261], [1.17355, 3.38856, -0.99401], [-1.92858, 5.08680, -0.33718], [-1.48248, 6.23743, -1.64729], [-1.07391, 6.63007, 0.02120], [2.10426, 5.23223, -1.38617], [1.40158, 6.77389, -0.79596], [0.99561, 6.17845, -2.42785], [0.13159, -1.50403, 5.25899], [0.23310, 1.07773, 5.39656], [0.44746, -1.40072, 4.21201], [0.55664, 1.07576, 4.34826], [0.03072, -0.10878, 3.69315], [-0.01274, -2.19221, 3.60937], [-0.78595, -0.02332, 2.63062], [-1.00934, 1.02224, 1.98993], [0.18876, 1.96845, 3.83850], [-1.22364, -1.00070, 2.34240], [1.54309, -1.49850, 4.16255], [1.65553, 1.05071, 4.33915], [-5.28649, 1.19307, -1.56764], [-6.02332, -0.52904, 0.29946], [-4.60719, 0.38376, -1.86827], [-5.17490, -1.15602, -0.01242], [-4.16389, -0.35642, -0.69844], [-3.73844, 0.79494, -2.38524], [-2.93897, -0.16311, -0.18445], [-2.06859, 0.52744, -0.76654], [-4.72954, -1.63187, 0.86534], [-2.75787, -0.66074, 0.78647], [-5.16609, -0.29396, -2.52189], [-5.56280, -1.93164, -0.68804], [1.91273, 2.61076, 1.02118], [1.78001, 1.34243, 0.54362], [2.73236, 1.15154, -0.40738], [2.10088, 0.55054, 1.59950]],
  "atomic_forces_ev_per_a": [[0.0, -1.7, 0.1], [-0.2, -0.4, 0.3], [-0.1, -0.1, -0.2], [0.2, -0.1, -0.1], [0.0, 0.0, -0.4], [-0.3, -0.4, -0.1], [-0.1, -0.2, -0.1], [-0.1, 0.1, 0.0], [-0.2, 0.1, -0.1], [0.0, 0.0, 0.1], [-0.1, 0.3, 0.1], [0.2, 0.0, 0.2], [0.3, 0.1, 0.2], [-0.2, -0.4, 0.1], [-0.2, 0.5, -0.4], [1.3, 0.0, 0.6], [-0.1, 0.0, 0.2], [-0.1, -0.2, 0.1], [0.1, 0.1, 0.0], [-0.6, -0.3, 0.2], [0.1, -0.2, -0.4], [-0.3, 0.5, 0.0], [0.1, 0.1, -0.1], [-0.1, -0.1, 0.0], [0.2, 0.0, 0.2], [0.7, 1.1, 1.3], [0.2, 0.5, -2.0], [-1.1, -2.0, 0.8], [1.3, 2.1, -1.1], [-0.2, 0.7, -0.2], [0.3, 0.0, 0.0], [-0.3, -0.3, 0.0], [-0.4, 0.0, 0.2], [0.2, 0.1, -0.1], [0.0, -0.2, 0.1], [-0.1, -0.1, 0.1], [-0.2, 0.2, 0.0], [0.0, -0.2, -0.1], [0.1, -0.1, 0.2], [0.1, -0.1, -0.1], [0.0, 0.0, -0.1], [-0.2, 0.2, 0.0], [0.3, -0.2, -0.1], [-0.1, -0.1, 0.4], [0.2, 0.1, 0.1], [0.1, 1.3, -1.4], [-0.2, -1.6, 1.4], [0.1, -0.2, 0.0], [0.2, 0.3, 0.0], [-0.3, 0.0, -0.1], [-0.2, 0.1, -0.2], [0.2, 0.0, 0.0], [0.2, -0.1, 0.0], [0.0, -0.1, 0.0], [0.2, 0.2, -0.2], [-0.6, -0.2, 0.2], [-0.1, -0.1, 0.1], [2.0, 1.3, -1.0], [-2.9, -1.4, 1.0], [-0.1, 0.1, -0.1], [0.1, 0.1, -0.4], [0.1, 0.1, 0.0], [0.1, 0.1, 0.2], [1.3, 1.1, 0.6], [-3.3, -0.6, -1.3], [1.4, 0.3, 0.4], [1.2, -0.1, 1.0]]
}

---

Question: What is the formula in the first record?
Answer: C13H23N2O6OsP2